A.
The following is a DFT calculation (ωB97M-V/def2-TZVPD) of a cluster of 11 separate species, C34H96N6O11 in total.

Each line ends with the Löwdin charge.
Cartesian coordinates (Å):
C: 26.3198 7.1275 -3.9939  -0.093
O: 27.2581 6.9493 -5.0183  -0.233
C: 28.0713 8.0879 -5.2404  -0.200
C: 29.3609 7.7024 -5.9187  -0.438
C: 29.9718 6.4643 -5.2489  -0.067
N: 30.2988 8.8128 -5.9021  0.030
H: 25.5543 7.8819 -4.2041  0.074
H: 26.8257 7.3540 -3.0481  0.102
H: 25.7763 6.1985 -3.8091  0.073
H: 27.5271 8.8323 -5.8292  0.133
H: 28.3456 8.4903 -4.2543  0.128
H: 29.1810 7.4217 -6.9605  0.141
H: 29.3359 5.5794 -5.3570  0.067
H: 30.1510 6.5962 -4.1774  0.081
H: 30.9201 6.1332 -5.6806  0.073
H: 30.5885 9.0837 -4.9670  0.072
H: 31.1695 8.5478 -6.3465  0.070
C: 12.9167 5.0900 -8.4543  -0.109
O: 13.2466 4.9993 -7.0916  -0.202
C: 12.7337 6.0629 -6.3098  -0.213
C: 13.5872 6.1953 -5.0659  -0.411
C: 15.0039 6.6447 -5.4086  -0.050
N: 13.6507 4.9058 -4.3286  0.044
H: 13.3212 4.2229 -8.9677  0.088
H: 13.2767 6.0254 -8.8961  0.089
H: 11.8292 5.0965 -8.6069  0.089
H: 12.7387 6.9976 -6.8878  0.124
H: 11.6756 5.8614 -6.0988  0.130
H: 13.1731 6.9358 -4.3754  0.135
H: 15.4363 5.9339 -6.1172  0.079
H: 15.6524 6.7380 -4.5417  0.067
H: 14.9164 7.5953 -5.9387  0.084
H: 14.2511 4.2992 -4.8863  0.082
H: 12.7557 4.4268 -4.4278  0.090
C: 24.9868 3.9992 -2.0400  -0.107
O: 23.8973 3.9483 -2.9273  -0.225
C: 24.1148 3.0021 -3.9559  -0.171
C: 22.8356 2.9005 -4.7829  -0.419
C: 21.5980 2.4758 -3.9922  -0.067
N: 22.9811 2.0734 -6.0022  0.067
H: 25.2857 3.0338 -1.6211  0.095
H: 24.7516 4.6926 -1.2329  0.085
H: 25.9046 4.4009 -2.4901  0.079
H: 24.9407 3.2833 -4.6183  0.116
H: 24.2960 2.0176 -3.5044  0.139
H: 22.5603 3.8965 -5.1684  0.113
H: 20.6412 2.4477 -4.5097  0.057
H: 21.4468 3.1005 -3.1034  0.069
H: 21.8000 1.4925 -3.5499  0.082
H: 22.3018 2.4396 -6.6709  0.039
H: 23.8493 2.4334 -6.4175  0.030
C: 22.4682 4.4136 0.8954  -0.107
O: 21.6526 3.5918 1.6974  -0.180
C: 21.3530 2.3697 1.0410  -0.203
C: 20.9689 1.2996 2.0633  -0.451
C: 22.1147 0.8720 2.9688  -0.064
N: 20.4418 0.1445 1.3439  0.047
H: 22.5811 5.3747 1.3887  0.095
H: 22.0563 4.5252 -0.1143  0.066
H: 23.4521 3.9507 0.7387  0.081
H: 20.5414 2.5527 0.3308  0.118
H: 22.2534 2.0048 0.5314  0.127
H: 20.2162 1.7783 2.7114  0.139
H: 21.7452 0.1078 3.6569  0.072
H: 22.4734 1.7027 3.5782  0.076
H: 22.9482 0.4471 2.4076  0.078
H: 20.0035 -0.4421 2.0454  0.075
H: 19.7208 0.4624 0.6976  0.019
C: 18.5354 5.0333 -3.2666  -0.097
O: 19.5296 5.9632 -2.9345  -0.186
C: 20.4365 6.2525 -3.9833  -0.194
C: 21.6659 6.9260 -3.3896  -0.402
C: 22.7602 7.1188 -4.4196  -0.042
N: 22.1864 6.2173 -2.2036  0.076
H: 18.9788 4.1723 -3.7861  0.072
H: 17.8273 5.4789 -3.9799  0.082
H: 18.0170 4.6640 -2.3865  0.067
H: 20.7260 5.3613 -4.5483  0.108
H: 19.9159 6.9750 -4.6242  0.134
H: 21.2737 7.8961 -3.0589  0.132
H: 23.6322 7.6461 -4.0274  0.053
H: 22.4230 7.6968 -5.2844  0.070
H: 23.1411 6.1706 -4.8086  0.071
H: 21.3267 5.9252 -1.7432  0.072
H: 22.7216 5.4016 -2.5115  0.052
C: 26.2561 2.0328 -6.7524  -0.132
O: 25.4558 3.0800 -7.2232  -0.233
C: 26.2012 4.2730 -7.4352  -0.177
C: 25.2185 5.3994 -7.7406  -0.445
C: 24.4884 5.2045 -9.0491  -0.054
N: 25.8891 6.6889 -7.6736  0.082
H: 26.9945 1.6976 -7.4906  0.091
H: 25.6792 1.1325 -6.5360  0.089
H: 26.7898 2.2709 -5.8253  0.088
H: 26.7431 4.5482 -6.5211  0.118
H: 26.9379 4.0760 -8.2197  0.134
H: 24.4486 5.2901 -6.9551  0.130
H: 23.7641 6.0280 -9.1040  0.066
H: 23.9315 4.2704 -9.1287  0.078
H: 25.1173 5.2624 -9.9405  0.082
H: 26.3240 6.7601 -6.7551  0.041
H: 25.1325 7.3708 -7.7005  0.031
C: 20.2472 5.1096 -8.2080  -0.077
C: 19.8699 3.7813 -7.5746  -0.306
O: 20.7365 2.7342 -8.0098  -0.090
H: 19.5754 5.8318 -7.7295  0.073
H: 20.0328 5.1569 -9.2734  0.076
H: 21.2774 5.3984 -8.0034  0.061
H: 18.8554 3.5198 -7.8988  0.113
H: 19.8348 3.8261 -6.4828  0.086
H: 20.2388 1.9393 -8.2057  0.089
C: 15.4872 5.2606 -0.9379  -0.088
C: 13.9864 5.0371 -0.9246  -0.327
O: 13.3080 6.0753 -1.6144  -0.103
H: 15.7535 6.0307 -0.2133  0.078
H: 15.7904 5.5098 -1.9542  0.051
H: 16.0406 4.3542 -0.6712  0.061
H: 13.6012 4.9001 0.0837  0.108
H: 13.7867 4.1261 -1.5036  0.097
H: 13.3662 5.8767 -2.5602  0.015
C: 22.1083 9.3909 -8.1806  -0.085
C: 23.6347 9.4527 -8.1076  -0.299
O: 24.0666 8.8982 -6.8733  -0.113
H: 21.7367 8.3640 -8.1161  0.061
H: 21.7089 9.7216 -9.1430  0.075
H: 21.7059 9.9439 -7.3313  0.073
H: 23.9387 10.4969 -8.2126  0.113
H: 24.0412 8.8811 -8.9421  0.108
H: 23.9599 9.5237 -6.1527  0.091
C: 23.4522 10.5828 -0.1179  -0.093
C: 22.8684 9.3887 -0.8560  -0.349
O: 23.8062 8.3199 -0.8870  -0.113
H: 24.3645 10.8832 -0.6434  0.071
H: 23.8754 10.2427 0.8314  0.074
H: 22.7551 11.4054 -0.0055  0.070
H: 22.6724 9.6735 -1.8965  0.099
H: 21.9285 9.0820 -0.3870  0.109
H: 23.3722 7.6304 -1.4281  0.022
C: 19.0828 0.5045 -2.0226  -0.069
C: 18.1053 1.4242 -1.3058  -0.308
O: 17.8900 0.9448 0.0244  -0.096
H: 18.7083 -0.4876 -2.2613  0.080
H: 20.0258 0.4423 -1.4832  0.066
H: 19.2949 1.0308 -2.9588  0.058
H: 17.1522 1.6042 -1.8118  0.112
H: 18.5614 2.4229 -1.2650  0.089
H: 17.0350 1.2191 0.3644  0.087

## Properties
SMILES   COC[C@H](C)N.COC[C@H](C)N.COC[C@H](C)N.COC[C@H](C)N.COC[C@H](C)N.COC[C@H](C)N.CCO.CCO.CCO.CCO.CCO
Frontier orbital gap   9.1 eV
LUMO energy   0.234 eV
Total charge   0


B.
The following is a DFT calculation (ωB97M-V/def2-TZVPD) of a cluster of 11 separate species, C34H96N6O11 in total.

Each line ends with the Löwdin charge.
Cartesian coordinates (Å):
C: -10.9086 2.6910 9.5524  -0.093
O: -11.0452 3.3719 8.2903  -0.218
C: -10.2208 2.7580 7.2535  -0.165
C: -10.2354 3.6092 5.9431  -0.434
C: -9.5906 5.0274 6.0887  -0.067
N: -11.5593 3.8245 5.4390  0.028
H: -11.6082 3.2578 10.1667  0.087
H: -9.9000 2.8036 9.9498  0.084
H: -11.1999 1.6455 9.4508  0.080
H: -9.1900 2.6477 7.5903  0.119
H: -10.6724 1.8050 6.9777  0.117
H: -9.6006 3.0700 5.2399  0.124
H: -9.7085 5.6855 5.2277  0.069
H: -8.5502 4.8898 6.3830  0.069
H: -10.1425 5.5041 6.8988  0.070
H: -12.0800 4.1110 6.2556  0.064
H: -11.6370 4.5942 4.7897  0.068
C: -25.1200 -3.4650 4.9628  -0.104
O: -24.2788 -4.3063 5.7425  -0.212
C: -24.5148 -5.7482 5.6690  -0.185
C: -23.4435 -6.5781 6.3668  -0.419
C: -21.9664 -6.3470 5.9346  -0.048
N: -23.6949 -8.0098 6.0678  0.025
H: -24.8567 -3.4373 3.9055  0.079
H: -25.0526 -2.4824 5.4297  0.086
H: -26.1233 -3.8887 5.0074  0.080
H: -25.4400 -5.9462 6.2101  0.122
H: -24.5763 -6.0785 4.6321  0.122
H: -23.5988 -6.4727 7.4405  0.134
H: -21.6385 -7.0766 5.1941  0.067
H: -21.2113 -6.5350 6.6979  0.068
H: -21.7967 -5.3249 5.5963  0.063
H: -24.6452 -8.1848 6.3615  0.064
H: -23.6642 -7.9390 5.0608  0.057
C: -18.2402 3.4410 13.1204  -0.102
O: -18.1237 2.0390 13.3671  -0.195
C: -17.9139 1.3037 12.1528  -0.195
C: -17.9362 -0.1956 12.4484  -0.456
C: -17.6945 -1.0278 11.1862  -0.068
N: -19.2156 -0.5872 12.9731  0.040
H: -18.6255 3.9118 14.0249  0.087
H: -19.0276 3.5941 12.3824  0.082
H: -17.2974 3.8805 12.7948  0.086
H: -18.6479 1.5742 11.3938  0.124
H: -16.9737 1.6462 11.7205  0.120
H: -17.1212 -0.6170 13.0368  0.133
H: -18.5843 -1.0884 10.5596  0.075
H: -17.3644 -2.0137 11.5135  0.076
H: -16.8610 -0.5408 10.6801  0.076
H: -19.3625 -0.2190 13.9021  0.075
H: -19.1847 -1.5906 13.0844  0.074
C: -16.4591 1.1045 6.6367  -0.060
O: -17.3423 -0.0332 6.3524  -0.190
C: -18.6726 0.3129 6.5095  -0.244
C: -19.5339 -0.9737 6.2858  -0.430
C: -19.4371 -1.4973 4.8212  -0.044
N: -20.9142 -0.7987 6.6373  0.036
H: -15.4328 0.7487 6.7273  0.079
H: -16.6612 1.5118 7.6274  0.078
H: -16.4858 1.8203 5.8151  0.085
H: -18.8764 0.7937 7.4663  0.113
H: -19.0265 1.0606 5.7998  0.120
H: -19.0833 -1.7091 6.9522  0.124
H: -19.8041 -0.6934 4.1832  0.080
H: -20.0356 -2.3897 4.6384  0.063
H: -18.4147 -1.8080 4.6058  0.069
H: -21.4521 -1.5783 6.2867  0.063
H: -21.0696 -0.8662 7.6330  0.067
C: -21.7599 -4.1873 0.4931  -0.129
O: -20.3677 -4.1036 0.5897  -0.189
C: -19.7070 -5.3752 0.4321  -0.202
C: -18.2271 -5.2113 0.8364  -0.410
C: -17.3481 -4.3692 -0.1660  -0.046
N: -17.6053 -6.5158 0.8773  0.015
H: -22.0694 -4.8225 -0.3369  0.084
H: -22.2592 -3.2200 0.5483  0.091
H: -22.1199 -4.7451 1.3576  0.074
H: -20.1624 -6.1239 1.0804  0.113
H: -19.8662 -5.7856 -0.5650  0.123
H: -18.3213 -4.8518 1.8611  0.137
H: -17.4224 -4.5914 -1.2305  0.074
H: -16.2950 -4.3030 0.1072  0.069
H: -17.7330 -3.3505 -0.1193  0.062
H: -17.6691 -6.9003 -0.0545  0.069
H: -18.1332 -7.1465 1.4635  0.065
C: -27.6269 2.0653 8.4804  -0.091
O: -26.6448 2.7076 7.6473  -0.183
C: -25.3390 2.2654 7.9042  -0.248
C: -24.3490 3.0215 7.0324  -0.420
C: -24.4475 2.6123 5.5086  -0.047
N: -22.9786 2.7027 7.4476  0.044
H: -28.6135 2.3475 8.1129  0.083
H: -27.5438 2.4199 9.5077  0.084
H: -27.5843 0.9795 8.3938  0.083
H: -25.1032 2.5606 8.9267  0.122
H: -25.1488 1.2118 7.6998  0.127
H: -24.6269 4.0745 7.0768  0.134
H: -23.8094 3.3214 4.9813  0.068
H: -25.4064 2.6328 4.9907  0.072
H: -24.0109 1.6178 5.4164  0.064
H: -22.9529 2.6659 8.4566  0.062
H: -22.8227 1.7508 7.1484  0.049
C: -23.6142 -2.2378 10.5645  -0.089
C: -23.7056 -0.8819 11.2535  -0.340
O: -22.5921 -0.1265 10.8691  -0.089
H: -22.6866 -2.7641 10.7895  0.071
H: -23.5543 -2.0342 9.4953  0.066
H: -24.5130 -2.7917 10.8353  0.072
H: -23.6491 -0.9939 12.3363  0.107
H: -24.6691 -0.4240 11.0300  0.108
H: -21.8745 -0.3583 11.4631  0.065
C: -18.4623 5.7683 6.6184  -0.089
C: -19.3995 6.2072 7.7210  -0.342
O: -20.6846 6.3153 7.1639  -0.083
H: -18.9132 4.9314 6.0850  0.069
H: -17.4805 5.4502 6.9692  0.068
H: -18.3790 6.5963 5.9145  0.076
H: -19.1102 7.1439 8.1973  0.110
H: -19.4467 5.5215 8.5671  0.102
H: -21.0231 5.4335 6.9926  0.073
C: -16.9042 -6.2073 8.3832  -0.084
C: -16.2174 -5.5290 7.2204  -0.312
O: -15.0426 -6.3070 6.9063  -0.092
H: -16.2549 -6.1460 9.2566  0.073
H: -17.0696 -7.2726 8.2225  0.077
H: -17.8514 -5.7106 8.5936  0.071
H: -15.9356 -4.4931 7.4096  0.099
H: -16.8105 -5.4120 6.3135  0.105
H: -14.9130 -6.2427 5.9572  0.076
C: -12.4634 -2.5476 8.1647  -0.086
C: -12.5438 -3.5196 9.3489  -0.343
O: -12.1447 -4.7906 8.9515  -0.065
H: -13.1762 -2.8006 7.3799  0.064
H: -11.4856 -2.6007 7.6860  0.074
H: -12.5431 -1.4945 8.4346  0.062
H: -13.4906 -3.5601 9.8874  0.104
H: -11.8456 -3.1069 10.0771  0.106
H: -12.7567 -5.0649 8.2646  0.070
C: -15.0060 -0.1836 2.3198  -0.091
C: -16.0282 0.7099 1.6611  -0.346
O: -15.3718 1.3647 0.6325  -0.081
H: -15.4669 -0.7583 3.1231  0.062
H: -14.2755 0.4443 2.8298  0.079
H: -14.5541 -0.9230 1.6586  0.072
H: -16.2548 1.4688 2.4100  0.108
H: -16.9572 0.2974 1.2676  0.113
H: -15.3551 0.8407 -0.1716  0.086

## Properties
SMILES   COC[C@H](C)N.COC[C@H](C)N.COC[C@H](C)N.COC[C@H](C)N.COC[C@H](C)N.COC[C@H](C)N.CCO.CCO.CCO.CCO.CCO
Frontier orbital gap   9.2 eV
LUMO energy   0.221 eV
Total charge   0


Short version: A is the most stable of them.